(1)
The following is a quantum chemistry calculation of a molecular structure, C23H33BCaCl4F2N3O15PV, from OMol25.

Element x y z (Å)
H 3.8688 5.9174 5.5929
C -4.5194 2.0922 -0.3051
C 0.7179 2.9043 2.3103
H -3.5972 3.6765 -2.8535
H 3.5805 -1.0713 0.1569
Cl 2.1110 7.2934 6.3375
F 0.2660 -5.5688 0.6791
O 0.1609 5.1350 2.5477
H -0.9513 1.1224 -1.3030
O 6.1200 0.1760 -1.5778
C 2.7779 -1.6074 -0.3643
O 5.0278 1.1848 0.0437
B -0.4007 4.5991 1.2915
C 1.4585 -0.8116 -0.0428
O 1.1956 1.8375 2.5631
P -2.6718 -3.1897 -0.2666
O 0.0020 3.1805 1.2241
O 1.3941 4.2547 4.1993
H 5.9672 -7.6970 2.6846
C 3.0704 5.8082 6.3177
H -6.3209 3.2156 -0.0975
O -1.3310 4.3567 -3.8987
V -0.0707 5.2450 -4.6162
H -0.2650 0.8479 0.2263
C -1.7722 -0.5679 0.0033
H 2.4307 4.9803 6.0397
C 6.3538 -7.8261 1.6755
H 5.2592 -0.1975 -1.3212
O 0.1011 5.3518 0.1176
C -5.8971 2.4921 -0.7955
H -5.5746 2.3490 -2.9235
C -0.8847 -4.0374 -2.7434
N 4.5859 -7.0294 -0.0403
C -0.3966 -2.0369 -1.2161
C 6.0763 1.2005 -0.6554
C 2.7171 -3.0270 0.2740
H -4.5396 -4.0439 -1.4895
C -4.1603 -3.0199 -1.3516
H 6.5794 -8.8776 1.5092
C -3.0979 -3.2552 1.5299
C 0.8187 4.1526 3.1532
Cl 3.7830 5.4808 7.9086
H 0.7772 -0.3716 -2.1823
H 7.2645 -7.2409 1.5626
C -2.1996 5.4617 0.2167
H -6.2958 3.8901 -2.4571
N -1.4755 -1.9040 -0.5646
C 0.4293 -0.7171 -1.2084
H 1.7531 0.1693 0.3471
H 1.6804 -3.3852 0.3765
H -2.6206 -2.3993 2.0562
N -1.8705 -3.5315 -3.3266
H 0.8705 -2.8609 -2.6740
C -0.9425 5.8583 -0.5153
C 5.3563 -7.3765 0.7063
H 3.3559 -3.8006 -0.2528
H -4.9860 -2.4273 -0.9311
H -2.6108 -4.1465 1.9260
O -3.3256 5.7432 -0.0940
H -0.7687 -5.1357 -2.7782
O 1.1503 5.9685 -5.5534
H -6.5470 1.6249 -0.8866
H 0.6384 -3.9134 -1.2254
Ca 2.8371 -5.8620 -1.5243
H 3.1404 -2.9485 1.2847
H -2.7001 -0.2486 -0.4745
C -0.6391 0.2987 -0.6518
O -1.8723 4.7301 1.2654
Cl 4.7261 -4.2926 -1.8191
C -5.5855 3.1232 -2.1514
H 0.9516 -1.3554 0.7707
C -4.1787 3.6556 -1.9333
O -3.5724 2.7417 -1.0028
C 0.1409 -3.2431 -1.9428
O -0.8860 6.5181 -1.5172
O 7.0242 1.9832 -0.6164
H -4.1746 -3.3340 1.7256
Cl 3.2189 -1.6160 -2.1198
H -3.9039 -2.6610 -2.3555
H -2.3843 -4.2999 -3.7589
O -4.2570 1.3398 0.5904
F -1.6618 -3.1841 3.5652
H -4.1525 4.6461 -1.4842
H -1.6771 -0.4863 1.0847

Properties
2S+1 ... 1
E_tot ... -6217.3279 a.u.
Frontier orbital gap ... 0.04966 Eh
HOMO level ... -5.5488 eV
Charge ... -1


(2)
The following is a quantum chemistry calculation of a gas-phase ion, C4H12N3 (charge +1), from OMol25.

Element x y z (Å)
H -1.7547 1.2214 -0.4644
H 2.2282 1.5562 1.7890
N 1.5473 1.6693 1.1321
C 0.6673 -0.5335 0.4301
H -0.4468 0.9240 1.6132
H -2.6736 -1.4726 -0.3112
H 2.1942 -0.9454 -1.0085
H -2.1476 0.7226 -2.0283
H 1.8642 0.6845 -0.6841
N 1.4733 -0.2593 -0.8588
H 0.9306 -0.0745 -1.6604
C 0.5946 0.6908 1.1894
C -1.6967 -0.9930 -0.7513
H -1.3956 -1.5591 -1.6452
N -1.9517 0.4363 -1.0657
H -0.2498 -2.3400 0.2120
H -1.1407 -1.2392 1.2755
C -0.5873 -1.3311 0.3944
H 1.2413 2.5984 0.8837

Properties
2S+1 ... 1
E_tot ... -323.5389 a.u.
Frontier orbital gap ... 0.31534 Eh
HOMO level ... -12.5969 eV
Relative energy (zero: lowest compared OMol25 entry of this formula, charge and spin) ... 87.5 kcal per mole
SMILES ... N/C=C(\[NH3+])CCN
Charge ... +1


(3)
The following is a quantum chemistry calculation of a molecular structure, C11H14CeCl2N2O8P2, from OMol25.

Element x y z (Å)
O 2.6099 0.2964 1.4150
C -0.8912 -2.4471 -1.8562
C 1.9631 2.5353 3.8318
C 1.0311 1.4053 3.3099
O -0.7883 3.0781 2.5112
O 0.6863 2.0555 0.5676
O 2.7553 -0.3900 3.9656
H 3.1901 0.3934 -0.8576
N 0.0993 0.9344 4.3865
O 0.8919 -1.1542 2.4242
C -1.5612 0.9949 -4.0847
N -0.6077 -0.0956 -2.1760
H 3.3454 -1.1530 3.9084
C -1.1237 -1.2775 -2.6192
H 2.5338 0.0760 -2.2561
Cl -3.2512 -2.8415 -5.6526
P 1.9062 -0.0686 2.6820
Ce 0.4769 -0.4515 0.1916
H -0.5348 1.6990 4.6748
C -1.8990 -1.3542 -3.8044
C -0.8690 1.0048 -2.9028
H -1.6652 1.9045 -4.6725
H -2.6810 -0.2641 -5.4584
H 1.3933 3.4250 4.0884
H -1.4584 3.5292 1.9291
C -2.0992 -0.1885 -4.5503
O -0.2308 -2.1462 -0.6888
H -0.4846 0.1458 4.0461
C -2.3837 -2.6511 -4.2040
H 2.5676 2.8175 2.9684
H 2.6560 2.2290 4.6183
O 2.4162 0.0227 -1.2905
H -0.4259 1.9217 -2.4721
C -1.4029 -3.6433 -2.2674
P -0.0197 1.8477 1.8697
C -2.1599 -3.7575 -3.4578
Cl -1.1432 -5.0185 -1.2692
H 0.6627 0.6255 5.1952
O -0.9820 0.6944 1.6947
H -2.5225 -4.7337 -3.7380

Properties
2S+1 ... 1
E_tot ... -3217.0470 a.u.
Frontier orbital gap (spin up / spin down) ... 0.19984 / 0.20010 Eh
HOMO level (spin up / spin down) ... -14.0044 / -14.0050 eV
Relative energy (zero: lowest compared OMol25 entry of this formula, charge and spin) ... 0.0 kcal per mole
Charge ... +2


(4)
The following is a quantum chemistry calculation of 2 unconnected molecules or ions with the total composition C9H16N3, from OMol25.

Element x y z (Å)
H 2.0233 -3.3265 0.6951
C 0.5710 -2.3407 -0.2762
C 1.8539 -2.4660 0.2224
H 0.6944 1.5554 0.6444
N -1.1689 2.2598 1.5061
H -0.8293 -3.8630 -0.6490
H 0.0618 -4.0808 0.9353
H -1.8050 2.0347 -1.7995
H -3.7962 1.8106 -0.3389
C 0.2774 -1.2768 -1.1065
H -3.7107 2.4662 1.2460
N -1.3941 1.6253 -0.9053
H 3.8105 -1.4545 0.3463
C -0.4496 -3.2437 0.2889
H 0.9582 2.9816 1.8993
H 1.0639 0.3916 -2.3871
C 2.4948 -0.3380 -0.9334
N -3.2688 2.1166 0.3668
C 1.1892 -0.2605 -1.5360
H 0.3558 1.4477 2.4357
H -0.5731 1.1375 -0.9602
C 0.3092 2.1610 1.5675
C 2.7524 -1.4017 -0.0927
H -0.6308 -1.2746 -1.6164
H 3.3675 0.3487 -1.1538
H -1.2277 -2.5843 0.8029
H -1.5923 2.8115 2.3438
C -1.8896 2.0974 0.3299

Properties
2S+1 ... 2
E_tot ... -516.6065 a.u.
Frontier orbital gap (spin up / spin down) ... 0.12695 / 0.37196 Eh
HOMO level (spin up / spin down) ... -2.6934 / -9.4627 eV
Relative energy (zero: lowest compared OMol25 entry of this formula, charge and spin) ... 68.3 kcal per mole
Expectation value of S² ... 0.750
Charge ... 0


(5)
The following is a quantum chemistry calculation of 13 unconnected molecules or ions with the total composition H26O13, from OMol25.

Element x y z (Å)
H 0.4906 4.7541 -0.5976
H 0.5655 -1.8279 3.5108
O -2.6529 0.1836 1.8610
H 0.8790 -2.7406 1.2095
O 0.0176 3.9403 -0.4237
H 3.1777 2.6436 -1.1576
O 0.2559 -0.2137 -3.3069
O -2.0683 -2.2553 0.2587
H 0.2108 1.1071 3.3705
H -2.0990 1.9201 -1.7915
H -1.9827 -0.1301 -1.0860
O -0.2705 0.5167 0.0298
H -0.1583 -0.6869 4.1936
H 3.0829 -1.5382 -1.6013
O 2.3625 -0.9098 -1.5532
O -0.0359 2.0174 3.2069
H 0.3166 3.6697 0.4444
H 0.4698 0.9167 -0.4265
H 0.1305 -0.0177 0.7153
H -0.8825 2.1185 3.6419
H -2.4576 -0.6668 1.4674
H 0.9513 -0.3937 -2.6742
H -1.3223 -2.3498 -0.3336
H 0.5196 -0.6889 -4.0949
O -2.1217 2.8741 -1.8671
O 2.7592 1.8446 -0.8372
O 0.4624 -0.8765 3.4900
H -1.8789 0.7162 1.6779
H 2.8666 1.8818 0.1132
H 0.6688 -3.4009 -1.6898
O 0.9866 -3.3746 1.9184
H 2.7698 -0.1010 -1.2431
H 0.2505 -3.9776 1.8150
H -2.4512 -3.1314 0.3041
H -1.3391 3.1703 -1.4024
H -1.4274 -0.2549 -2.4888
O -2.2480 -0.1605 -2.0051
H 0.9217 -1.9393 -1.3869
O 0.2802 -2.6385 -1.2609

Properties
2S+1 ... 2
E_tot ... -993.7258 a.u.
Frontier orbital gap (spin up / spin down) ... 0.09980 / 0.35181 Eh
HOMO level (spin up / spin down) ... -0.1816 / -7.0832 eV
Relative energy (zero: lowest compared OMol25 entry of this formula, charge and spin) ... 5.4 kcal per mole
Expectation value of S² ... 0.750
Charge ... -1


(6)
The following is a quantum chemistry calculation of a single C4H6N2 molecule, from OMol25.

Element x y z (Å)
C -0.4085 0.9180 -0.9725
N -0.2103 -0.8708 0.5184
H -0.7638 1.4847 -1.7021
C 1.0576 1.1390 -0.6661
H -2.0654 -0.5161 -0.4789
H 0.8817 2.1446 -0.1473
H 0.5854 -2.3084 1.6634
C -0.2692 -1.7320 1.4570
H 1.5699 1.3487 -1.6348
C -1.0364 -0.1079 -0.3684
H -1.0919 -1.6979 2.2472
N 1.7510 0.1981 0.0840

Properties
2S+1 ... 1
E_tot ... -265.2916 a.u.
Frontier orbital gap (spin up / spin down) ... 0.30191 / 0.28179 Eh
HOMO level (spin up / spin down) ... -8.1204 / -7.8595 eV
Relative energy (zero: lowest compared OMol25 entry of this formula, charge and spin) ... 153.1 kcal per mole
Charge ... 0


2S+1 of number 5 (H26O13)? 2


Number 3 is which compound? C11H14CeCl2N2O8P2


Number 3 is which compound? C11H14CeCl2N2O8P2


The highest E_tot belongs to which entry? C4H6N2